The following is a quantum chemistry calculation of a structure of composition C17H23N5OPtSe, from the Open Molecules 2025 dataset.

Results
- Kohn-Sham gap (spin up / spin down): 7.9 / 7.8 eV
- Relative energy (zero: lowest compared OMol25 entry of this formula, charge and spin): 14.4 kJ/mol
- Electronic energy: -3530.77452 Eh
- Spin multiplicity: 3
- LUMO energy (spin up / spin down): -7.2 / -7.5 eV
- Total charge: +2
- Largest force on an atom: 0.33 eV/Å

Element x y z (Å)
Pt1 0.37772 0.02459 0.03966
N1 -0.56961 -1.40421 -1.30422
C1 -1.66257 -2.16511 -0.61444
C2 -1.16086 -3.48735 -0.06062
C3 0.06748 -3.41996 0.84917
C4 -0.04807 -2.46535 2.03542
N2 0.73096 -1.21788 1.81395
H1 -0.95094 -0.92313 -2.11466
H2 0.11379 -2.06697 -1.66495
H3 -2.47245 -2.33997 -1.32269
H4 -2.05763 -1.52187 0.17424
H5 -0.95367 -4.16998 -0.88849
H6 -1.99008 -3.93635 0.49007
H7 0.96843 -3.16680 0.27839
H8 0.25271 -4.42699 1.22222
H9 0.32294 -2.93105 2.94959
H10 -1.08236 -2.17465 2.22433
H11 1.72795 -1.42238 1.82760
H12 0.57695 -0.56012 2.57738
C5 -0.51876 3.31965 2.95131
C6 -0.63693 2.61349 1.64089
O1 -0.21905 1.43714 1.59956
C7 -1.24684 3.28730 0.48979
C8 -1.26450 2.70430 -0.78455
C9 -1.85964 3.33985 -1.85116
C10 -2.46320 4.58075 -1.65605
C11 -2.45940 5.17446 -0.40434
C12 -1.84987 4.53753 0.66412
H13 0.06310 2.71294 3.63792
H14 -1.51069 3.48693 3.37652
H15 -0.05605 4.29775 2.82250
H16 -0.79144 1.72976 -0.93039
H17 -1.85952 2.88690 -2.83261
H18 -2.93553 5.08520 -2.48784
H19 -2.93013 6.13619 -0.25733
H20 -1.85632 5.01520 1.63265
Se1 5.03192 0.24816 1.56885
N3 5.68660 0.25513 -0.06767
C13 4.66003 0.15813 -0.89644
C14 4.75609 0.12447 -2.31744
C15 3.59991 0.00048 -3.02085
C16 2.35828 -0.07836 -2.33310
N4 2.22223 -0.04549 -1.02962
C17 3.37569 0.06247 -0.27397
N5 3.34043 0.07730 1.04035
H21 5.72412 0.19675 -2.79431
H22 3.58664 -0.02990 -4.10034
H23 1.44911 -0.15472 -2.91823

The following is a quantum chemistry calculation of the ion C9H8N3OS with charge +1 in a non-equilibrium geometry, from the Open Molecules 2025 dataset.

Results
- Kohn-Sham gap: 9.3 eV
- Relative energy (zero: lowest compared OMol25 entry of this formula, charge and spin): 0.0 kJ/mol
- Electronic energy: -985.12608 Eh
- LUMO energy: -4.9 eV
- Total charge: +1
- Largest force on an atom: 2.19 eV/Å

Element x y z (Å)
N1 -1.79196 -1.77505 2.89131
C1 -1.92233 -1.35713 1.81334
O1 -1.99857 -0.71168 0.68390
C2 -1.29288 -1.35602 -0.35416
C3 -0.78231 -2.78126 -0.18404
S1 -0.03569 -2.92780 -1.86179
C4 0.63282 -1.31432 -1.59513
N2 -0.08746 -0.62648 -0.77827
C5 0.31560 0.73375 -0.37207
C6 1.21559 0.81304 0.64247
C7 1.62529 2.08710 0.99998
C8 1.06518 3.09986 0.27771
C9 0.13194 2.90296 -0.71252
N3 -0.25612 1.68420 -1.04921
H1 -1.95584 -1.38145 -1.22980
H2 0.03231 -2.70297 0.54358
H3 -1.47685 -3.55795 0.11836
H4 1.53786 -0.89884 -2.02062
H5 1.61088 -0.06859 1.12736
H6 2.35172 2.25794 1.77841
H7 1.34577 4.11867 0.51591
H8 -0.26497 3.76204 -1.23474

Look up the largest force on an atom of the first one. 0.33 eV/Å